The following is a DFT calculation (ωB97M-V/def2-TZVPD) of a molecular structure, C12H18O9.

Element x y z (Å)
C 0.809078 -0.967742 -0.295097
C -0.138033 -1.759015 0.494583
C -0.371904 -3.202731 -0.001019
O 0.366891 -4.055783 1.005259
C 0.845961 -3.291529 1.993764
O 1.249632 -3.658251 3.072736
O 0.343164 -2.025760 1.816910
H 1.052457 0.010812 0.118790
H 0.209894 -0.922417 -1.204507
H 1.759438 -1.496797 -0.365875
H -1.037165 -1.148506 0.411310
H 0.011935 -3.187803 -1.021091
H -1.360513 -3.661082 0.024525
C -0.665373 1.102999 -0.979633
C -1.674787 0.084569 -1.631926
C -1.200717 -0.533595 -2.869757
O -1.595728 -1.869185 -2.836224
C -1.839252 -2.100139 -1.506236
O -1.972532 -3.225125 -0.947446
O -1.620094 -1.032970 -0.820161
H 0.383367 0.898154 -1.194749
H -0.687578 1.249837 0.100205
H -0.818865 2.107553 -1.373855
H -2.749731 0.264909 -1.639148
H -0.135667 -0.328021 -2.977026
H -1.518359 -0.112302 -3.823555
C 1.905629 3.974869 1.274672
C 0.729233 2.903763 1.549806
C 0.211029 2.103091 0.283743
O 0.052169 0.792360 0.845865
C 0.656446 0.664175 1.976937
O 0.832163 -0.400081 2.600498
O 1.211815 1.911722 2.385786
H 1.526335 4.964702 1.020754
H 2.669499 3.425947 0.723938
H 2.283614 4.258148 2.257002
H -0.028697 3.481643 2.078664
H 0.954153 2.087364 -0.513516
H -0.648906 2.692216 -0.034927

Cartesian forces (eV/Å) of the 2 atoms listed first:
3.2 -2.3 -1.6
0.6 -2.1 4.4

Calculated values
LUMO: -0.2 eV
net charge: 0
energy above the lowest of the compared OMol25 structures with the same formula, charge and spin: 2215.3 kJ/mol
E: -1144.430121 Eh

***

The following is a DFT calculation (ωB97M-V/def2-TZVPD) of a single C31H32N2O5 molecule.

Element x y z (Å)
C -3.106289 -0.865163 -0.069081
O -2.555728 0.416159 0.313528
C -3.291582 1.533813 0.201420
C -4.627495 1.588366 -0.236245
C -5.223119 2.833335 -0.427823
C -4.540560 4.018916 -0.187096
C -3.194313 3.962586 0.218659
O -2.327050 4.998684 0.273789
C -2.820113 6.310552 -0.047648
C -2.599228 2.719808 0.452668
N -1.190623 2.648039 0.687022
C -0.286395 1.880940 0.004195
C -0.536424 1.379349 -1.321573
C 0.424274 0.380054 -1.793985
C 0.746195 -0.898888 -1.253733
C 1.606503 -1.632186 -2.287524
C 1.400104 -2.990292 -2.555544
C 2.363831 -3.707710 -3.266029
C 3.450346 -3.042343 -3.846997
C 3.552968 -1.656178 -3.732905
C 2.617975 -0.946620 -2.968093
O -1.458786 1.820624 -2.028947
N 0.937402 2.190614 0.479963
C 2.197908 1.719561 -0.051789
C 0.809832 3.076102 1.537716
C -0.508088 3.338330 1.674635
H -2.359953 -1.591894 0.272545
H -4.077163 -1.037544 0.430817
H -3.224069 -0.905814 -1.166533
H -5.183772 0.673672 -0.441287
H -6.253080 2.893547 -0.771350
H -4.993208 4.993126 -0.345490
H -1.948253 6.955467 0.039997
H -3.216063 6.345995 -1.066663
H -3.591845 6.627929 0.657879
H 0.661344 0.566990 -2.855698
H -0.159744 -1.398545 -0.855071
H 0.489620 -3.475727 -2.185552
H 2.274841 -4.795422 -3.327181
H 4.203507 -3.610324 -4.388910
H 4.374558 -1.116833 -4.209404
H 2.668750 0.146306 -2.937268
H 2.995321 2.018754 0.647205
H 2.187160 0.621429 -0.112067
H 2.392409 2.134035 -1.054351
H 1.671915 3.443072 2.074362
H -1.014652 3.992743 2.359272
C 1.848860 1.015587 4.184020
C 0.863369 0.140153 3.443381
O 1.507224 -0.308043 2.209559
C 0.698192 -1.064216 1.443798
C 1.372771 -1.693243 0.238878
C 1.423529 -3.220135 0.468720
C 0.300004 -3.908385 0.947647
C 0.245141 -5.312892 0.920489
C 1.327855 -6.067315 0.481048
C 2.488039 -5.385384 0.104172
C 2.559817 -3.992015 0.149354
O -0.481208 -1.200209 1.736664
H 1.317382 1.657320 4.897236
H 2.507083 0.372842 4.773251
H 2.447719 1.635346 3.517264
H 0.607078 -0.759011 4.022160
H -0.068562 0.673642 3.192084
H 2.402975 -1.347868 0.123663
H -0.562871 -3.349559 1.296816
H -0.665568 -5.817092 1.246391
H 1.289249 -7.158102 0.469481
H 3.347450 -5.960302 -0.248710
H 3.485298 -3.508537 -0.151202

Cartesian forces (eV/Å) of the 2 atoms listed first:
0.0 0.5 0.0
-0.4 -0.6 0.2

Calculated values
LUMO: 0.3 eV
net charge: 0
energy above the lowest of the compared OMol25 structures with the same formula, charge and spin: 584.5 kJ/mol
E: -1686.024418 Eh

***

The following is a DFT calculation (ωB97M-V/def2-TZVPD) of a molecular structure, C28H30FeN6O4S.

Element x y z (Å)
Fe -0.068758 0.848563 0.028265
C 0.423569 0.113285 3.979526
C -0.370404 -1.193927 4.005803
C -1.328671 -1.369030 2.823920
N -0.698012 -1.302686 1.524928
C -0.090180 -2.314928 1.015709
C -0.011281 -3.612644 1.649473
C 0.685283 -4.747523 1.333508
C 1.565018 -5.021349 0.272968
C 1.838078 -4.163765 -0.772988
C 1.314429 -2.911537 -1.076071
C 0.385965 -2.094408 -0.396439
N -0.176002 -1.053295 -0.964162
C -0.135096 -0.892151 -2.401401
C -1.345951 -0.032834 -2.856632
C -2.457411 0.014543 -1.800115
N -2.095765 0.619332 -0.537127
C -2.962571 0.807348 0.401336
C -4.309445 0.317935 0.304333
C -5.424123 0.559879 1.065746
C -5.602740 1.389093 2.176558
C -4.599290 2.106882 2.801697
C -3.232608 2.154858 2.571664
C -2.411554 1.515381 1.605036
N -1.101516 1.563263 1.649686
C -0.403918 2.218745 2.749453
C -0.428630 1.396185 4.046565
H 1.027122 0.127453 3.072485
H 1.127566 0.101699 4.817774
H -0.958911 -1.257180 4.931329
H 0.335046 -2.030915 4.014598
H -2.074749 -0.570739 2.861866
H -1.893374 -2.302533 2.957220
H -0.605275 -3.694985 2.550879
H 0.546107 -5.566684 2.036587
H 2.065550 -5.983120 0.281220
H 2.571249 -4.522740 -1.491535
H 1.712017 -2.462307 -1.977447
H -0.174064 -1.874742 -2.887802
H 0.796872 -0.406977 -2.710998
H -1.834512 -0.551475 -3.691168
H -0.143976 1.777601 -2.744730
H -2.784334 -1.019385 -1.624566
H -3.307139 0.559031 -2.229541
H -4.466101 -0.360900 -0.523281
H -6.315325 0.033993 0.731748
H -6.605009 1.473581 2.579571
H -4.924021 2.723434 3.636292
H -2.693087 2.777883 3.269834
H -0.821887 3.217631 2.927248
H 0.630124 2.360693 2.433671
H -1.465197 1.151434 4.301862
H -0.063433 2.043270 4.850650
O 2.253155 2.410978 0.765599
S 2.491544 1.056507 0.247834
O 3.878328 0.659026 0.195374
O 1.634097 0.106666 1.073874
O 1.792675 0.922645 -1.088924
N -2.628935 6.666788 -1.881848
C -2.242161 5.576606 -1.964500
C -1.785454 4.242191 -2.092708
C -2.260154 3.488457 -3.255606
C -1.943122 2.298107 -3.798802
C -0.864636 1.321861 -3.419260
N -0.406793 2.622513 -0.920765
C -0.982479 3.749564 -1.041092
H -3.048181 4.025788 -3.779514
H -2.534050 2.009267 -4.666656
H -0.286117 1.072674 -4.318521
H -0.836312 4.418273 -0.181407

Cartesian forces (eV/Å) of the 2 atoms listed first:
-0.8 -2.1 1.5
0.0 0.0 0.0

Calculated values
LUMO (spin up / spin down): 3.6 / 4.6 eV
<S²>: 6.110
net charge: -2
multiplicity: 5
E: -3376.280149 Eh

***

The following is a DFT calculation (ωB97M-V/def2-TZVPD) of a single C4H4N2O molecule.

Element x y z (Å)
C -0.523256 -0.754071 0.325619
C -0.816706 0.518683 1.026949
C 0.690917 0.190692 -1.184057
C 0.912050 -0.601355 -0.033058
H -1.391479 -0.874711 -0.347949
H -1.299531 0.753502 1.954014
H 1.127053 0.125472 -2.048254
H 1.412636 -0.132369 0.708250
N -0.369898 1.583660 0.251943
N -0.099657 1.139584 -1.012291
O 0.357871 -1.949087 0.358835

Cartesian forces (eV/Å) of the 2 atoms listed first:
-0.6 -1.4 1.4
1.9 3.0 -1.0

Calculated values
LUMO: 0.0 eV
net charge: 0
energy above the lowest of the compared OMol25 structures with the same formula, charge and spin: 711.7 kJ/mol
E: -339.310612 Eh
SMILES string: C1=NN=C[C@@H]2O[C@@H]12

***

The following is a DFT calculation (ωB97M-V/def2-TZVPD) of a single C3H5NO2 molecule.

Element x y z (Å)
N -1.348280 0.808677 0.820658
C -0.837868 -0.303672 0.242468
O -1.495408 -1.029562 -0.482411
C 0.635256 -0.609060 0.254664
C 1.227080 0.000886 -0.925888
O 1.703458 0.314597 0.377950
H -0.923888 1.279564 1.600691
H -2.309691 1.004905 0.582515
H 0.895988 -1.634977 0.504909
H 1.762672 -0.662337 -1.592853
H 0.690684 0.830984 -1.382708

Cartesian forces (eV/Å) of the 2 atoms listed first:
-0.1 0.0 0.0
-0.2 0.0 -0.1

Calculated values
LUMO: 0.9 eV
net charge: 0
energy above the lowest of the compared OMol25 structures with the same formula, charge and spin: 174.3 kJ/mol
E: -322.507962 Eh
SMILES string: NC(=O)[C@H]1CO1

***

The following is a DFT calculation (ωB97M-V/def2-TZVPD) of 13 unconnected molecules or ions with the total composition C23H72N10O13.

Element x y z (Å)
C -0.271822 -3.351525 -1.201585
O 0.341178 -3.145525 -2.450585
H 0.498178 -3.343525 -0.483585
H -0.720822 -4.345525 -1.185585
H -0.997822 -2.659525 -0.928585
H -0.378822 -2.825525 -3.112585
C 1.672178 -3.494525 2.050415
O 0.242178 -3.514525 2.065415
H 2.037178 -4.526525 1.913415
H 2.037178 -3.231525 3.057415
H 2.093178 -2.806525 1.275415
H -0.014822 -4.304525 2.478415
C -2.835822 1.785475 3.056415
O -4.038822 2.388475 2.607415
H -3.046822 1.073475 3.912415
H -2.201822 2.582475 3.479415
H -2.254822 1.183475 2.333415
H -3.876822 2.974475 1.846415
C -0.429822 -0.085525 0.379415
O -1.733822 -0.278525 0.081415
N 0.391178 0.915475 0.011415
N 0.317178 -0.877525 1.079415
H -0.073822 1.776475 -0.389585
H 1.339178 1.070475 0.419415
H -0.032822 -1.807525 1.252415
H 1.289178 -0.680525 1.441415
C -3.774822 1.839475 -2.249585
O -3.931822 0.828475 -1.270585
N -4.491822 2.947475 -2.262585
N -2.871822 1.843475 -3.170585
H -5.376822 2.813475 -1.716585
H -4.440822 3.691475 -2.937585
H -2.410822 0.872475 -3.292585
H -2.907822 2.516475 -3.930585
C 3.179178 0.126475 1.809415
O 3.914178 -1.025525 1.621415
N 2.227178 0.142475 2.666415
N 2.969178 1.152475 1.052415
H 2.206178 -0.507525 3.416415
H 1.629178 0.896475 2.610415
H 3.742178 1.322475 0.409415
H 2.637178 2.067475 1.409415
C 1.077178 0.376475 -3.388585
O 2.001178 -0.102525 -4.373585
N 0.356178 1.419475 -3.592585
N 0.844178 -0.277525 -2.297585
H 0.443178 1.855475 -4.469585
H -0.276822 1.919475 -2.984585
H 0.618178 0.188475 -1.371585
H 1.319178 -1.192525 -2.233585
C -2.301822 -1.302525 -3.653585
O -1.516822 -1.926525 -4.513585
N -3.606822 -1.293525 -3.577585
N -1.800822 -0.542525 -2.730585
H -4.050822 -1.874525 -4.336585
H -4.056822 -1.126525 -2.634585
H -0.769822 -0.365525 -2.680585
H -2.246822 -0.422525 -1.831585
C -4.007822 -1.869525 3.615415
C -3.307822 -1.566525 2.253415
C -3.345822 -2.728525 1.293415
O -3.837822 -0.647525 1.581415
H -4.046822 -0.933525 4.171415
H -3.522822 -2.597525 4.304415
H -5.049822 -2.127525 3.481415
H -2.307822 -1.104525 2.446415
H -2.855822 -2.655525 0.308415
H -4.421822 -2.997525 1.172415
H -2.885822 -3.466525 1.824415
H -3.189822 -0.332525 0.967415
C -1.618822 3.317475 0.592415
C -1.232822 3.631475 -0.798585
C 0.088178 4.399475 -0.698585
O -0.961822 2.649475 -1.526585
H -2.200822 4.149475 1.010415
H -0.800822 3.087475 1.329415
H -2.366822 2.528475 0.560415
H -1.854822 4.267475 -1.394585
H 0.815178 3.768475 -0.167585
H 0.020178 5.357475 -0.282585
H 0.526178 4.566475 -1.668585
H -1.785822 2.298475 -1.906585
C -0.405822 -0.407525 4.561415
C 0.500178 -1.337525 5.462415
C -0.206822 -2.673525 5.688415
O 1.674178 -1.539525 4.993415
H -1.432822 -0.702525 4.536415
H 0.023178 -0.232525 3.618415
H -0.472822 0.647475 4.974415
H 0.600178 -0.910525 6.433415
H 0.311178 -3.145525 6.565415
H -0.162822 -3.366525 4.759415
H -1.230822 -2.667525 6.021415
H 2.191178 -1.995525 5.679415
C 3.162178 3.189475 -1.939585
C 3.365178 4.152475 -3.104585
C 3.366178 3.384475 -4.434585
O 2.450178 5.017475 -3.134585
H 3.153178 3.791475 -0.984585
H 4.087178 2.517475 -1.959585
H 2.200178 2.617475 -1.993585
H 4.292178 4.681475 -2.997585
H 2.385178 3.026475 -4.618585
H 4.116178 2.551475 -4.364585
H 3.645178 3.969475 -5.247585
H 2.437178 5.496475 -2.332585
C 3.398178 -1.643525 -1.370585
C 4.350178 -2.770525 -1.023585
C 3.662178 -4.151525 -1.434585
O 5.434178 -2.757525 -1.574585
H 3.252178 -1.603525 -2.457585
H 3.681178 -0.676525 -1.068585
H 2.402178 -1.881525 -0.915585
H 4.463178 -2.906525 -0.000585
H 2.726178 -4.380525 -0.908585
H 4.460178 -4.968525 -1.372585
H 3.377178 -3.902525 -2.491585
H 5.219178 -2.747525 -2.515585

Cartesian forces (eV/Å) of the 2 atoms listed first:
0.6 -1.9 -1.2
-1.6 1.2 -1.8

Calculated values
LUMO: -0.3 eV
net charge: 0
energy above the lowest of the compared OMol25 structures with the same formula, charge and spin: 1328.8 kJ/mol
E: -2444.866605 Eh